1.
The following is a quantum chemistry calculation of a single FH3O3Si molecule in a non-equilibrium geometry, from the Open Molecules 2025 dataset.

Results
SMILES	O[Si](O)(O)F
net charge	0
strongest force on any atom	2.52	eV/A
lowest unoccupied orbital energy	0.41	eV
relative energy (zero: lowest compared OMol25 entry of this formula, charge and spin)	14.9	kJ/mol
Kohn-Sham gap	0.4428	Eh
DFT total energy	-16792.1136	eV

Positions of all 8 atoms, in Å:
O: -1.1610 -0.5485 1.0028
O: 0.3065 1.5371 0.0676
O: -0.0927 -0.7146 -1.4453
F: 1.4492 -0.6297 0.6825
Si: 0.0830 -0.0810 0.0712
H: -1.3851 -1.3403 1.5667
H: 0.9888 2.0845 0.3887
H: -0.1886 -0.3077 -2.3343

=====

2.
The following is a quantum chemistry calculation of a single C4H10N2O molecule in a non-equilibrium geometry, from the Open Molecules 2025 dataset.

Results
SMILES	C[C@@H](CN)NC=O
net charge	0
strongest force on any atom	4.64	eV/A
lowest unoccupied orbital energy	0.91	eV
relative energy (zero: lowest compared OMol25 entry of this formula, charge and spin)	211.5	kJ/mol
Kohn-Sham gap	0.3678	Eh
DFT total energy	-9336.7954	eV

Positions of all 17 atoms, in Å:
C: -0.8608 1.5609 1.4995
N: -0.3250 0.3744 1.4550
C: 0.7838 -1.6195 0.3669
C: 0.3895 -0.1222 0.2536
C: -0.4502 0.2221 -0.9371
N: 0.2675 -0.1467 -2.1304
O: -0.6518 2.5863 0.7960
H: -1.5447 1.6024 2.3897
H: -0.1379 -0.1789 2.3191
H: 1.3651 -2.0109 -0.4732
H: 0.1059 -2.3834 0.6096
H: 1.5870 -1.4736 1.1029
H: 1.2120 0.5844 0.2017
H: -1.4051 -0.3386 -1.0582
H: -0.4956 1.3121 -0.9622
H: 0.6018 0.6646 -2.6879
H: -0.4412 -0.6333 -2.7451

=====

3.
The following is a quantum chemistry calculation of 2 unconnected molecules or ions with the total composition C5H15NP in a non-equilibrium geometry, from the Open Molecules 2025 dataset.

Results
net charge	+1
strongest force on any atom	4.65	eV/A
lowest unoccupied orbital energy	-4.80	eV
relative energy (zero: lowest compared OMol25 entry of this formula, charge and spin)	140.9	kJ/mol
Kohn-Sham gap	0.3578	Eh
DFT total energy	-16198.6517	eV

Positions of all 22 atoms, in Å:
C: 2.4794 0.3750 0.8395
C: 1.7173 -0.9620 -1.2098
C: -3.2718 1.0121 -0.8527
C: 1.4855 -0.5543 0.3421
C: 0.0051 -0.1327 0.5096
N: -0.2596 1.0423 1.1025
P: -1.3127 -1.2316 -0.0528
H: 2.5501 1.2352 0.1739
H: 3.4253 -0.0867 0.7721
H: 2.3992 0.6428 1.8274
H: 1.3584 -2.0753 -1.3466
H: 2.8324 -1.1136 -1.3419
H: 1.1549 -0.3891 -1.8806
H: -4.2383 1.3964 -1.2637
H: -3.4362 0.7808 0.1633
H: -2.9779 0.1120 -1.4224
H: 1.6869 -1.5257 0.8853
H: -2.6647 1.8843 -0.8235
H: -1.2403 1.2198 1.2273
H: 0.4748 1.8220 1.0951
H: -1.7814 -1.1463 1.2894
H: -0.3865 -2.3054 -0.0337

=====

Q: Number 2 is which compound?
A: C4H10N2O

=====

Q: The lowest DFT total energy belongs to which entry?
A: FH3O3Si

=====

Q: Number 1 is which compound?
A: FH3O3Si

=====

Repeat the third record exactly.
The following is a quantum chemistry calculation of 2 unconnected molecules or ions with the total composition C5H15NP in a non-equilibrium geometry, from the Open Molecules 2025 dataset.

Results
net charge	+1
strongest force on any atom	4.65	eV/A
lowest unoccupied orbital energy	-4.80	eV
relative energy (zero: lowest compared OMol25 entry of this formula, charge and spin)	140.9	kJ/mol
Kohn-Sham gap	0.3578	Eh
DFT total energy	-16198.6517	eV

Positions of all 22 atoms, in Å:
C: 2.4794 0.3750 0.8395
C: 1.7173 -0.9620 -1.2098
C: -3.2718 1.0121 -0.8527
C: 1.4855 -0.5543 0.3421
C: 0.0051 -0.1327 0.5096
N: -0.2596 1.0423 1.1025
P: -1.3127 -1.2316 -0.0528
H: 2.5501 1.2352 0.1739
H: 3.4253 -0.0867 0.7721
H: 2.3992 0.6428 1.8274
H: 1.3584 -2.0753 -1.3466
H: 2.8324 -1.1136 -1.3419
H: 1.1549 -0.3891 -1.8806
H: -4.2383 1.3964 -1.2637
H: -3.4362 0.7808 0.1633
H: -2.9779 0.1120 -1.4224
H: 1.6869 -1.5257 0.8853
H: -2.6647 1.8843 -0.8235
H: -1.2403 1.2198 1.2273
H: 0.4748 1.8220 1.0951
H: -1.7814 -1.1463 1.2894
H: -0.3865 -2.3054 -0.0337